Record 1
The following is a quantum chemistry calculation of the ion C3H10N7OS with charge +1, from the Open Molecules 2025 dataset.

Last column: natural (NBO) charge in e.
Atoms and positions in Å:
C1 -1.796 -0.148 0.357  0.640
C2 2.246 1.186 -0.684  0.775
C3 1.155 -0.980 -1.077  0.328
N1 -3.077 0.011 -0.053  -0.813
N2 -1.400 -1.255 0.937  -0.786
N3 3.267 2.007 -0.821  -0.760
N4 1.437 -2.117 -0.323  -0.816
N5 1.278 1.470 0.172  -0.378
N6 0.403 0.555 0.543  -0.382
N7 -0.931 0.795 0.140  -0.413
O1 2.287 -0.112 -1.055  -0.509
S1 -0.126 -0.926 -2.079  -0.080
H1 -3.759 -0.528 0.474  0.418
H2 -3.268 0.660 -0.839  0.432
H3 -2.168 -1.781 1.337  0.418
H4 -0.344 -1.217 1.175  0.477
H5 3.117 2.915 -0.497  0.418
H6 4.180 1.671 -1.231  0.457
H7 2.293 -2.004 0.039  0.371
H8 1.450 -2.983 -0.892  0.414
H9 1.095 2.378 0.438  0.379
H10 -1.173 1.719 -0.394  0.409

ΔE to the lowest compared entry with this formula, charge and spin   0.8546 eV
Gap between HOMO and LUMO   8.23 eV
Charge   +1
Multiplicity   1

---

Record 2
The following is a quantum chemistry calculation of a cluster of 2 separate species, C3H10NO in total, from the Open Molecules 2025 dataset.

Last column: natural (NBO) charge in e.
Atoms and positions in Å:
C1 -0.006 -3.175 0.317  -0.602
C2 -0.286 -1.829 0.973  -0.612
H1 0.355 -3.921 1.029  0.180
H2 0.762 -3.065 -0.450  0.200
H3 -0.897 -3.577 -0.169  0.189
H4 0.594 -1.372 1.416  0.219
H5 -0.632 -1.130 0.216  0.231
H6 -1.067 -1.904 1.734  0.179
N1 1.060 1.213 -0.070  -0.936
C3 -0.356 1.735 -0.254  0.144
O1 -0.489 2.646 -1.207  -0.948
H7 1.573 1.840 0.540  0.324
H8 1.458 1.331 -0.998  0.342
H9 -0.959 0.805 -0.401  0.049
H10 -0.648 2.104 0.770  0.040

ΔE to the lowest compared entry with this formula, charge and spin   0.5013 eV
Gap between HOMO and LUMO   6.09 eV
Charge   -1
Multiplicity   1

---

Record 3
The following is a quantum chemistry calculation of a cluster of 2 separate species, C3H10NO in total, from the Open Molecules 2025 dataset.

Last column: natural (NBO) charge in e.
Atoms and positions in Å:
C1 0.019 -2.444 0.985  -0.176
O1 -0.793 -1.536 0.446  -0.963
H1 0.518 -3.214 0.329  0.072
H2 0.929 -2.120 1.584  0.059
H3 -0.428 -3.033 1.836  0.072
C2 0.794 0.985 -1.416  -0.416
N1 -0.545 0.814 -0.829  -0.676
C3 -0.733 1.698 0.305  -0.411
H4 0.970 0.222 -2.166  0.193
H5 0.729 2.026 -1.764  0.160
H6 1.628 1.028 -0.691  0.141
H7 -0.706 -0.172 -0.498  0.445
H8 -1.719 1.473 0.720  0.199
H9 -0.653 2.758 0.043  0.149
H10 -0.010 1.515 1.115  0.150

ΔE to the lowest compared entry with this formula, charge and spin   1.1517 eV
Gap between HOMO and LUMO   6.87 eV
Charge   -1
Multiplicity   1

---

Record 4
The following is a quantum chemistry calculation of a cluster of 2 separate species, C3H10NO in total, from the Open Molecules 2025 dataset.

Last column: natural (NBO) charge in e.
Atoms and positions in Å:
O1 1.630 0.312 -3.629  -0.503
C1 0.827 0.051 -2.780  0.256
H1 0.794 -0.953 -2.322  0.095
H2 0.096 0.789 -2.407  0.094
C2 0.292 -0.395 2.674  -0.638
C3 -0.962 0.330 2.215  -0.276
N1 -1.370 -0.166 0.846  -1.078
H3 0.573 -0.031 3.663  0.224
H4 0.119 -1.467 2.753  0.219
H5 1.110 -0.214 1.980  0.223
H6 -1.815 0.148 2.863  0.213
H7 -0.820 1.403 2.118  0.216
H8 -0.617 0.000 0.130  0.280
H9 -2.234 0.304 0.500  0.338
H10 -1.537 -1.199 0.862  0.337

<S²>   0.75
ΔE to the lowest compared entry with this formula, charge and spin   1.9668 eV
Gap between HOMO and LUMO (alpha / beta)   4.90 / 10.19 eV
Multiplicity   2

---

Record 5
The following is a quantum chemistry calculation of a cluster of 2 separate species, C3H10NO in total, from the Open Molecules 2025 dataset.

Last column: natural (NBO) charge in e.
Atoms and positions in Å:
C1 -0.357 0.172 2.467  -0.620
C2 0.186 0.686 1.177  -0.442
C3 -0.405 0.471 0.007  -0.376
N1 0.210 0.861 -1.274  -0.702
H1 0.414 -0.055 3.202  0.202
H2 -1.078 0.848 2.923  0.178
H3 -0.921 -0.747 2.357  0.186
H4 1.025 1.361 1.214  0.162
H5 -1.335 -0.058 -0.146  0.167
H6 1.063 1.420 -1.108  0.415
H7 0.430 -0.013 -1.794  0.452
H8 -0.517 1.352 -1.846  0.398
H9 1.020 -2.219 -2.903  0.481
H10 -0.247 -2.339 -2.051  0.476
O1 0.511 -1.740 -2.225  -0.978

<S²>   0.75
ΔE to the lowest compared entry with this formula, charge and spin   2.3270 eV
Gap between HOMO and LUMO (alpha / beta)   3.00 / 7.88 eV
Multiplicity   2

---

Record 6
The following is a quantum chemistry calculation of a cluster of 2 separate species, C3H10NO in total, from the Open Molecules 2025 dataset.

Last column: natural (NBO) charge in e.
Atoms and positions in Å:
C1 0.565 0.273 -2.273  -0.429
N1 -0.751 -0.266 -1.821  -0.685
H1 0.396 1.111 -2.948  0.242
H2 1.117 0.719 -1.495  0.243
H3 1.124 -0.505 -2.775  0.242
H4 -1.571 0.315 -1.978  0.448
H5 -0.786 -0.413 -0.811  0.468
H6 -0.850 -1.214 -2.172  0.442
C2 1.050 0.787 1.678  -0.485
C3 0.245 -0.221 1.920  0.111
O1 -0.861 -0.391 1.118  -0.747
H7 1.912 1.005 2.303  0.231
H8 1.157 1.540 0.903  0.206
H9 0.538 -1.009 2.599  0.208
H10 -1.448 -1.093 1.413  0.504

ΔE to the lowest compared entry with this formula, charge and spin   1.3994 eV
Gap between HOMO and LUMO   9.39 eV
Charge   +1
Multiplicity   1

---

Question: multiplicity of number 5 (C3H10NO)?
Answer: 2

---

Question: multiplicity of number 3 (C3H10NO)?
Answer: 1

---

Question: Look up the multiplicity of the first one.
Answer: 1